Entry 1:
Formula: C24H45FP2V
Source: the OMol25 dataset
Level of theory: ωB97M-V with the def2-TZVPD basis set

Results
Expectation value of S²: 0.7762
Energy: -72582.6756 eV

Structure (ORCA input):
```
! wB97M-V def2-TZVPD RIJCOSX def2/J DEFGRID3
* xyz 2 2
V -1.068 0.245 -1.333
C -2.047 1.447 0.434
C -2.952 0.700 -0.426
C -2.114 -0.720 1.211
C -1.649 0.567 1.494
C -2.805 -0.698 -0.042
C -1.932 2.936 0.448
H -1.904 3.346 -0.567
H -1.029 3.277 0.975
H -2.807 3.363 0.959
C -1.159 1.027 2.831
H -0.564 1.943 2.749
H -0.545 0.265 3.327
H -1.999 1.250 3.508
C -2.154 -1.877 2.162
H -3.169 -2.054 2.558
H -1.505 -1.711 3.028
H -1.839 -2.806 1.669
C -3.547 -1.862 -0.607
H -4.182 -1.548 -1.442
H -4.189 -2.309 0.168
H -2.875 -2.660 -0.966
C -3.725 1.257 -1.572
H -4.593 1.770 -1.140
H -4.075 0.468 -2.250
H -3.156 1.998 -2.162
C 0.841 0.494 -1.364
C 0.060 1.675 -1.792
C -0.340 1.810 -3.227
C -1.088 0.562 -3.896
C -1.616 -0.494 -2.967
C -0.671 -1.409 -2.295
C 0.746 -1.543 -2.829
C 1.596 -0.333 -2.382
H 0.575 2.066 -3.813
H -0.428 0.089 -4.657
H -1.015 2.693 -3.351
H 1.889 0.295 -3.251
H 1.390 0.540 -0.420
H 0.151 2.569 -1.169
H 2.572 -0.677 -1.979
H 1.239 -2.494 -2.525
H -1.052 -2.395 -2.046
H 0.702 -1.633 -3.936
H -1.954 0.979 -4.466
H -2.626 -0.878 -3.126
P 2.840 2.154 2.103
C 2.431 2.750 3.730
H 3.097 3.586 3.993
H 2.554 1.949 4.475
H 1.387 3.104 3.761
C 4.533 1.653 1.892
H 5.201 2.512 2.060
H 4.696 1.271 0.872
H 4.787 0.859 2.611
C 2.241 3.214 0.803
H 2.327 2.729 -0.181
H 2.836 4.141 0.792
H 1.186 3.488 0.963
P 1.323 -2.850 0.543
C 0.351 -4.343 0.163
H 1.046 -5.193 0.261
H -0.042 -4.241 -0.874
H -0.525 -4.414 0.839
C 3.008 -3.059 -0.075
H 2.973 -3.256 -1.167
H 3.399 -3.891 0.529
H 3.543 -2.097 0.073
C 1.348 -2.640 2.341
H 2.257 -3.164 2.677
H 0.414 -3.027 2.790
H 1.398 -1.544 2.545
F 2.002 0.777 1.956
*
```

=====

Entry 2:
Formula: C24H45IN5O4
Source: the OMol25 dataset
Level of theory: ωB97M-V with the def2-TZVPD basis set

Results
Energy: -49349.6985 eV

Structure (ORCA input):
```
! wB97M-V def2-TZVPD RIJCOSX def2/J DEFGRID3
* xyz 1 1
C 1.993 1.845 -1.429
N 0.720 1.856 -2.210
C -0.242 2.714 -1.707
N -1.261 2.381 -0.816
C -0.803 2.170 0.562
N -0.083 3.311 1.101
N -0.238 3.945 -2.098
I 1.127 4.731 -3.409
C 0.170 0.560 -2.528
C 0.109 -0.488 -1.619
C -0.416 -1.716 -1.993
N -0.888 -1.942 -3.223
C -0.818 -0.940 -4.087
C -0.311 0.327 -3.809
H 2.655 2.620 -1.800
H 2.456 0.878 -1.565
H 1.849 2.005 -0.364
H -1.807 1.595 -1.151
H -0.155 1.298 0.662
H -1.678 1.975 1.178
H -0.397 3.508 2.039
H -0.144 4.138 0.530
H -0.949 4.569 -1.734
H 0.473 -0.357 -0.610
H -0.434 -2.530 -1.285
H -1.180 -1.133 -5.087
H -0.270 1.092 -4.567
C 1.035 -5.893 -3.206
C 2.342 -5.929 -2.418
C 2.161 -4.756 -1.468
O 0.755 -4.654 -1.211
C 0.036 -5.483 -2.135
H 0.780 -6.841 -3.677
H 1.088 -5.128 -3.985
H 2.413 -6.862 -1.854
H 3.234 -5.841 -3.035
H 2.500 -3.819 -1.927
H 2.688 -4.888 -0.522
H -0.346 -6.354 -1.593
H -0.811 -4.922 -2.534
C 7.185 -6.683 -5.615
C 6.702 -8.091 -5.280
C 6.087 -7.886 -3.903
O 5.582 -6.547 -3.882
C 6.078 -5.828 -5.015
H 7.321 -6.507 -6.681
H 8.133 -6.481 -5.112
H 5.937 -8.405 -5.993
H 7.494 -8.838 -5.280
H 6.837 -7.988 -3.113
H 5.270 -8.578 -3.695
H 5.257 -5.687 -5.726
H 6.427 -4.846 -4.690
C -4.483 4.961 2.969
C -4.161 6.374 2.487
C -2.733 6.551 2.982
O -2.131 5.248 2.965
C -3.151 4.260 2.773
H -5.295 4.487 2.419
H -4.737 4.967 4.030
H -4.191 6.419 1.394
H -4.836 7.134 2.876
H -2.712 6.927 4.009
H -2.145 7.224 2.356
H -3.051 3.867 1.751
H -3.002 3.441 3.481
C -4.570 3.395 8.266
C -3.566 4.546 8.261
C -3.335 4.748 6.771
O -4.560 4.390 6.120
C -5.425 3.725 7.051
H -5.153 3.325 9.183
H -4.052 2.445 8.118
H -4.019 5.438 8.698
H -2.648 4.330 8.804
H -2.538 4.094 6.399
H -3.082 5.778 6.516
H -6.242 4.405 7.313
H -5.849 2.841 6.575
*
```

=====

Entry 3:
Formula: C24H45N3O24S6
Source: the OMol25 dataset
Level of theory: ωB97M-V with the def2-TZVPD basis set

Results
Energy relative to the best compared isomer or geometry (same formula, charge and spin): 3.172 eV

Structure (ORCA input):
```
! wB97M-V def2-TZVPD RIJCOSX def2/J DEFGRID3
* xyz 0 1
C 4.047 -1.538 0.356
C 5.393 -0.964 0.729
O 5.121 0.369 1.207
S 3.446 0.752 1.248
O 3.122 2.087 0.711
O 2.909 0.324 2.542
O 3.225 -0.484 0.097
H 3.593 -2.113 1.163
H 3.988 -2.272 -0.447
H 6.052 -0.860 -0.133
H 5.894 -1.485 1.545
C 0.236 3.281 2.287
C -0.158 3.980 0.947
O -0.277 5.306 1.328
S -0.553 5.601 2.957
O -1.815 6.322 3.162
O 0.752 6.103 3.456
O -0.656 4.003 3.205
H 1.261 3.411 2.633
H -0.131 2.256 2.340
H -1.129 3.620 0.608
H 0.568 3.678 0.192
C -4.725 -0.593 1.723
C -4.520 0.603 2.694
O -4.621 1.779 1.910
S -4.468 1.527 0.291
O -3.060 1.507 -0.129
O -5.471 2.356 -0.384
O -4.964 -0.063 0.483
H -5.590 -1.170 2.050
H -3.839 -1.228 1.688
H -3.520 0.595 3.128
H -5.174 0.665 3.564
C -5.763 -0.036 -2.898
C -4.287 -0.510 -2.792
O -4.083 -1.173 -3.989
S -4.779 -0.355 -5.294
O -5.093 -1.360 -6.325
O -3.949 0.798 -5.619
O -6.094 0.006 -4.300
H -5.837 0.945 -2.428
H -6.457 -0.734 -2.429
H -4.197 -1.194 -1.948
H -3.682 0.392 -2.704
C -0.091 -0.226 -0.545
C -1.127 -1.288 -0.802
O -0.868 -2.275 0.208
S -0.258 -1.590 1.606
O 0.931 -2.277 2.074
O -1.336 -1.283 2.542
O 0.159 -0.190 0.837
H -0.456 0.798 -0.622
H 0.887 -0.332 -1.013
H -1.032 -1.659 -1.822
H -2.177 -0.992 -0.795
C -0.167 1.913 -4.916
C -1.123 0.933 -4.346
O -1.372 -0.148 -5.191
S -0.811 0.176 -6.642
O -1.799 0.044 -7.692
O 0.442 -0.590 -6.788
O -0.518 1.764 -6.281
H 0.886 1.644 -4.833
H -0.247 2.944 -4.571
H -2.102 1.320 -4.061
H -0.845 0.528 -3.373
C 1.839 -7.591 -0.669
C 2.520 -6.740 0.397
C 1.877 -5.311 0.511
C 0.430 -5.386 0.524
N -0.742 -5.415 0.532
H 0.760 -7.446 -0.633
H 2.030 -8.643 -0.459
H 2.110 -7.226 -1.660
H 3.600 -6.638 0.298
H 2.395 -7.243 1.356
H 2.256 -4.762 -0.352
H 2.194 -4.788 1.414
C 3.954 4.647 -1.715
C 4.318 3.566 -2.751
C 3.790 2.186 -2.487
C 2.312 2.219 -2.318
N 1.155 2.329 -2.076
H 4.231 5.637 -2.076
H 4.350 4.435 -0.721
H 2.865 4.689 -1.752
H 5.373 3.672 -3.002
H 3.851 3.847 -3.695
H 4.322 1.653 -1.699
H 4.066 1.582 -3.351
C 0.004 0.780 6.513
C 0.435 -0.281 5.524
C 1.216 -1.524 6.043
C 0.561 -2.243 7.137
N 0.075 -2.833 7.979
H 0.795 0.925 7.249
H -0.877 0.742 7.154
H 0.069 1.709 5.947
H 0.973 0.110 4.660
H -0.523 -0.633 5.143
H 2.180 -1.079 6.290
H 1.549 -2.292 5.344
*
```